(1)
Formula: C20H24N3O4S2
Source: the OMol25 dataset
Level of theory: ωB97M-V/def2-TZVPD

```
53
Properties=species:S:1:pos:R:3:nbo_charge:R:1
S 3.072 1.069 -4.878 0.07
S 2.477 3.233 -2.729 0.22
O 0.756 -0.562 -0.667 -0.50
O 2.002 -5.945 -1.589 -0.79
O -2.698 -0.902 2.781 -0.52
O 3.532 -4.750 -0.401 -0.81
N 3.859 0.741 -2.274 -0.50
N 5.268 -0.047 -0.465 -0.46
N -3.518 1.470 0.830 -0.48
C -4.194 0.812 -0.117 0.39
C -1.340 1.831 -1.366 -0.45
C -1.229 0.287 5.319 -0.62
C -0.351 0.020 2.796 -0.05
C -1.868 -0.125 2.247 0.53
C -1.177 0.927 -0.057 -0.10
C 1.198 2.759 -1.422 -0.53
C -2.193 0.789 0.949 0.09
C 0.008 2.028 -2.211 -0.43
C -5.196 1.576 -1.103 -0.69
C -4.021 -0.783 -0.374 -0.73
C 3.596 -0.669 -1.998 -0.07
C 0.658 0.120 1.779 -0.26
C 0.174 0.083 0.235 0.54
C 0.037 0.093 4.349 -0.44
C 1.265 -4.092 -0.344 -0.73
C 2.378 -5.022 -0.826 0.76
C 4.917 1.065 -1.315 0.12
C 3.198 1.592 -3.275 -0.06
C 4.459 -1.218 -0.842 -0.09
H 0.784 -3.613 -1.201 0.20
H -4.910 2.686 -1.216 0.24
H -0.261 2.713 -3.105 0.22
H -1.809 -0.707 5.428 0.23
H 0.684 -0.819 4.608 0.24
H 0.514 -4.667 0.206 0.20
H -4.026 -1.384 0.595 0.27
H -4.861 -1.196 -1.053 0.22
H 5.354 2.118 -1.322 0.21
H 4.480 -2.270 -0.367 0.31
H -3.052 -0.923 -0.990 0.25
H -1.908 1.159 5.039 0.22
H 1.655 -3.312 0.315 0.19
H -6.306 1.447 -0.832 0.24
H -5.062 1.096 -2.147 0.23
H 0.845 3.667 -0.818 0.24
H 0.739 1.008 4.457 0.22
H -0.798 0.530 6.365 0.21
H 2.844 -1.383 -2.470 0.26
H 1.775 2.063 -0.701 0.24
H 1.774 0.233 2.016 0.25
H -2.085 1.282 -2.064 0.23
H -1.792 2.858 -1.081 0.23
H 0.356 1.036 -2.691 0.25
```

Computed properties:
Net charge   -1
E_LUMO   0.8 eV
Relative energy (zero: lowest compared OMol25 entry of this formula, charge and spin)   158.8 kcal per mole
Spin multiplicity   1
Electronic energy   -55452.734 eV


(2)
Formula: C34H34HgN12O2
Source: the OMol25 dataset
Level of theory: ωB97M-V/def2-TZVPD

```
83
Properties=species:S:1:pos:R:3:lowdin_spin:R:1
Hg -0.610 -0.095 0.426 0.00
O -0.009 -0.704 -2.841 0.00
O 0.841 -0.485 -4.925 0.00
N 2.233 0.838 -0.069 0.00
N -1.758 -2.304 -0.213 0.00
N 0.387 2.000 -2.441 0.00
N 0.991 -1.146 6.700 0.01
N 0.062 -0.693 2.804 0.08
N 0.775 0.249 4.891 0.07
N -0.298 -2.954 2.683 0.00
N 0.551 1.339 -3.665 0.00
N 0.354 -2.095 4.706 0.07
N 0.916 -1.629 -0.165 0.00
N 0.089 1.820 1.660 0.16
N -2.626 0.776 0.092 0.00
C 4.540 1.181 1.449 0.00
C 4.000 -0.116 1.289 0.00
C 2.766 2.018 0.105 0.00
C 3.927 2.248 0.872 0.00
C -1.357 -4.112 -1.764 0.00
C 0.860 2.824 3.726 0.06
C -3.399 0.808 -1.045 0.00
C -2.756 -4.315 -1.814 0.00
C 4.032 -2.475 1.681 0.00
C 0.697 -0.975 5.365 0.03
C -3.045 -2.503 -0.287 0.00
C 0.039 3.045 1.134 0.00
C -2.925 0.304 -2.374 0.00
C -3.393 1.255 1.131 0.00
C 0.424 -0.012 -3.730 0.00
C 0.720 -1.911 -5.048 0.00
C -0.897 -3.057 -0.942 0.00
C 4.613 -1.254 1.862 0.00
C 0.437 0.383 3.571 0.17
C 0.900 -4.629 -2.362 0.00
C -2.913 1.352 2.549 0.00
C -4.649 1.310 -0.740 0.00
C 0.381 4.195 1.808 0.13
C 0.813 4.059 3.154 0.05
C -0.435 -4.906 -2.487 0.00
C 2.811 -0.243 0.525 0.00
C 2.173 -1.534 0.403 0.00
C 1.375 -3.571 -1.567 0.00
C 2.827 -2.612 0.969 0.00
C -3.598 -3.521 -1.093 0.00
C 0.518 -2.733 -0.857 0.00
C 0.052 -1.868 3.419 0.02
C -4.646 1.594 0.655 0.00
C 0.473 1.671 2.977 0.13
H -4.672 -3.647 -1.136 0.00
H -5.465 1.435 -1.441 0.00
H 4.482 -3.355 2.128 0.00
H 1.619 -5.232 -2.909 0.00
H -2.439 1.076 -2.982 0.00
H 4.302 3.256 0.995 0.00
H 0.308 5.158 1.321 0.01
H -0.601 1.999 -2.214 0.00
H 2.257 2.853 -0.367 0.00
H 0.862 1.446 -1.725 0.00
H 1.439 -2.417 -4.404 0.00
H 1.501 -0.391 7.122 0.00
H -0.415 -3.826 3.162 0.00
H -2.213 -0.512 -2.260 0.00
H 1.171 2.677 4.749 0.00
H -3.775 1.364 3.220 0.00
H 1.237 -2.081 6.970 0.00
H -3.146 -5.106 -2.446 0.00
H -0.793 -5.718 -3.111 0.00
H 0.923 -2.133 -6.092 0.00
H -3.775 -0.064 -2.952 0.00
H 1.102 4.935 3.724 0.00
H -0.299 3.105 0.101 0.00
H -2.284 0.503 2.831 0.00
H 5.521 -1.138 2.443 0.00
H 5.432 1.307 2.052 0.00
H 1.074 1.822 -4.370 0.00
H -0.634 -2.825 1.745 0.00
H -5.460 1.985 1.252 0.00
H -2.332 2.259 2.737 0.00
H -3.674 -1.821 0.281 0.00
H 2.437 -3.367 -1.529 0.00
H -0.279 -2.246 -4.773 0.00
H 2.363 -3.587 0.899 0.00
```

Computed properties:
Net charge   -1
E_LUMO (alpha / beta)   2.5 / 2.6 eV
Relative energy (zero: lowest compared OMol25 entry of this formula, charge and spin)   0.0 kcal per mole
Spin multiplicity   2
Electronic energy   -61964.824 eV


(3)
Formula: C5H6Si
Source: the OMol25 dataset
Level of theory: ωB97M-V/def2-TZVPD

```
12
Properties=species:S:1:pos:R:3:nbo_charge:R:1
Si 0.150 0.071 1.094 1.22
C -0.531 0.406 -1.903 -0.16
C 1.295 -1.347 1.052 -0.55
C -1.162 1.384 -1.286 -0.17
C -0.062 0.975 -0.502 -0.57
C 0.040 -1.797 1.148 -0.52
H -0.509 -0.402 -2.603 0.25
H 0.977 2.339 -0.573 0.02
H -1.851 2.154 -1.372 0.22
H -0.350 -2.800 1.390 0.22
H 2.313 -1.569 1.163 0.22
H -0.312 0.587 2.392 -0.16
```

Computed properties:
E_LUMO   0.8 eV
Relative energy (zero: lowest compared OMol25 entry of this formula, charge and spin)   122.6 kcal per mole
Spin multiplicity   1
Electronic energy   -13152.133 eV


(4)
Formula: C3H7NOS
Source: the OMol25 dataset
Level of theory: ωB97M-V/def2-TZVPD

```
13
Properties=species:S:1:pos:R:3:nbo_charge:R:1
S -2.089 0.264 -1.590 0.17
O 0.486 -0.193 -1.323 -0.71
N -1.982 -0.005 0.112 -0.53
C 1.706 -0.035 0.783 -0.62
C -0.824 -0.008 0.686 0.05
C 0.483 0.385 -0.021 0.02
H 1.579 -1.081 1.133 0.21
H -0.022 -1.003 -1.328 0.48
H 0.514 1.424 -0.140 0.19
H -3.380 -0.067 -1.774 0.10
H 2.597 0.046 0.114 0.23
H -0.846 -0.391 1.684 0.19
H 1.777 0.663 1.665 0.21
```

Computed properties:
E_LUMO   0.7 eV
Relative energy (zero: lowest compared OMol25 entry of this formula, charge and spin)   49.2 kcal per mole
Spin multiplicity   1
Electronic energy   -17595.795 eV